4 unconnected molecules or ions with the total composition C26H48ClN4O6S3. Source: the Open Molecules 2025 dataset; level of theory: wB97M-V/def2-TZVPD.

ORCA input file:
```
! wB97M-V def2-TZVPD RIJCOSX def2/J DEFGRID3
* xyz 1 1
C 3.4043 0.4709 5.3599
C 2.9674 1.7744 4.6772
C 3.0328 1.6344 3.1450
Cl 4.0232 2.9075 2.3703
C 1.6748 1.6063 2.4484
C 1.0520 2.8833 1.8683
N -0.3281 2.3768 1.5992
C -0.4613 1.1885 2.2194
N -1.2928 0.2347 1.9024
C -1.3374 -1.0645 2.5965
C -0.0200 -1.8432 2.5493
C -0.2031 -3.3700 2.4760
C -0.0548 -3.8761 1.0502
N 1.3313 -4.0465 0.6380
C 2.4833 -4.2020 1.3574
C 3.5462 -4.3167 0.4767
C 3.0010 -4.2195 -0.8206
C 1.6380 -4.0552 -0.6980
N 0.4896 1.1423 3.2060
H 3.7544 0.6619 6.3672
H 2.5772 -0.2391 5.3736
H 4.2254 -0.0017 4.8266
H 1.9757 2.0814 4.9909
H 3.6933 2.5317 4.9530
H 3.5274 0.7031 2.8990
H 1.7804 0.9428 1.5763
H 0.8990 3.5358 2.7290
H 1.5615 3.3574 1.0478
H -0.6548 2.4380 0.6368
H -1.9311 0.4114 1.1400
H -2.1017 -1.6473 2.0882
H -1.7069 -0.9227 3.6083
H 0.5144 -1.6621 3.4853
H 0.6420 -1.4877 1.7605
H -1.1457 -3.6896 2.9102
H 0.5741 -3.8063 3.0953
H -0.5676 -4.8324 0.9575
H -0.5093 -3.1681 0.3651
H 2.5152 -4.2285 2.4293
H 4.5788 -4.4348 0.7409
H 3.5519 -4.2661 -1.7435
H 0.9006 -3.9301 -1.4693
H 0.5595 0.2933 3.7481
C -2.4484 -2.5904 -2.4140
C -3.7942 -2.2894 -3.0871
C -4.7664 -1.8246 -1.9924
S -3.7488 -1.0750 -0.7204
O -3.8401 -1.8583 0.4946
O -3.9644 0.3554 -0.6797
C -2.1724 -1.4044 -1.4980
H -1.6489 -2.7184 -3.1413
H -2.5248 -3.5104 -1.8277
H -3.6613 -1.4946 -3.8226
H -4.1866 -3.1588 -3.6108
H -5.4768 -1.0851 -2.3529
H -5.2991 -2.6578 -1.5382
H -1.4257 -1.6073 -0.7331
H -1.8916 -0.5185 -2.0657
C 3.6631 -0.0772 -1.5929
C 2.9229 1.2690 -1.5535
C 1.9814 1.3144 -2.7655
S 1.5694 -0.3978 -3.1345
O 2.1027 -0.7396 -4.4254
O 0.1809 -0.6442 -2.8119
C 2.5954 -1.1303 -1.8709
H 4.1887 -0.2805 -0.6608
H 4.3985 -0.0710 -2.3996
H 2.3382 1.3348 -0.6315
H 3.6125 2.1113 -1.5613
H 1.0629 1.8602 -2.5585
H 2.4688 1.7308 -3.6447
H 2.9903 -2.0694 -2.2331
H 1.9660 -1.3016 -0.9983
C -3.6559 4.7915 -1.7678
C -3.3097 4.7884 -3.2621
C -1.9030 4.1933 -3.4067
S -1.6937 3.0736 -2.0201
O -0.6468 3.5896 -1.1527
O -1.6549 1.7116 -2.4844
C -3.2731 3.4079 -1.2499
H -4.7100 5.0000 -1.5962
H -3.0730 5.5589 -1.2535
H -4.0283 4.1694 -3.8018
H -3.3541 5.7883 -3.6889
H -1.7829 3.6295 -4.3281
H -1.1304 4.9567 -3.3350
H -3.1687 3.3615 -0.1675
H -3.9676 2.6426 -1.5909
*
```

Output
- Molecular weight: 644.35 g mol⁻¹
- Lowest unoccupied orbital energy: -2.00 eV

***

A molecular structure, C7H16ClIN2O3PW. Source: the Open Molecules 2025 dataset; level of theory: wB97M-V/def2-TZVPD.

ORCA input file:
```
! wB97M-V def2-TZVPD RIJCOSX def2/J DEFGRID3
* xyz 3 3
C 5.1628 3.2137 -1.5728
C 4.2263 4.2981 -1.6001
H 6.1467 3.6075 -1.8697
H 4.8052 2.4341 -2.2816
H 5.1928 2.8464 -0.5251
O 3.4053 5.1189 -1.6623
I -0.1502 3.0294 -0.9014
W 0.9629 0.8145 -0.5536
P -0.6736 -0.5739 -1.2467
C -2.2320 0.0506 -1.8335
C 0.5796 -0.4667 -2.5788
H -0.1457 -2.9581 -0.8839
H -1.3149 -2.6219 -2.1808
H -1.8104 -2.5452 -0.4703
C -1.0007 -2.3463 -1.1702
H 1.5289 0.0882 -2.2954
H 0.8702 -1.5052 -2.8106
H -2.3489 -0.1765 -2.8988
H -2.3196 1.1332 -1.6907
H 0.1348 -0.0025 -3.4668
H -3.0325 -0.4351 -1.2642
C -0.1626 0.4947 1.1007
O -0.7802 0.5992 2.1025
Cl 2.6739 -0.4905 0.0800
N -2.9654 -2.7575 4.3850
C -2.3817 -1.7928 3.5129
N -2.4577 -0.5466 4.0668
O -1.9253 -2.0440 2.4012
H -2.7063 -2.5169 5.3549
H -2.5931 -3.6757 4.1559
H -1.9819 0.1800 3.5593
H -2.7070 -0.4531 5.0381
*
```

Output
- Molecular weight: 553.39 g mol⁻¹
- <S²>: 2.022
- Lowest unoccupied orbital energy (spin up / spin down): -13.07 / -12.80 eV

***

A molecular structure, H16O8Xe. Source: the Open Molecules 2025 dataset; level of theory: wB97M-V/def2-TZVPD.

ORCA input file:
```
! wB97M-V def2-TZVPD RIJCOSX def2/J DEFGRID3
* xyz 0 1
Xe -0.3345 0.5707 1.0535
O 0.4298 0.9496 -3.4477
H -0.1055 1.0044 -4.2393
H -0.0565 0.3620 -2.8693
O -0.8759 -1.6157 3.8909
H -0.9965 -2.0722 3.0582
H -1.6199 -1.0160 3.9457
O 0.5791 3.2280 -1.6996
H -0.1696 3.7999 -1.8687
H 0.5085 2.5386 -2.3599
O 3.0318 1.1199 1.0987
H 2.1540 0.7465 1.0195
H 3.4736 0.5610 1.7380
O -0.4777 -3.4378 -0.6088
H -0.2043 -2.6671 -1.1063
H -1.1617 -3.1146 -0.0223
O 2.7653 3.8022 2.1929
H 2.5251 4.1418 1.3308
H 2.7291 2.8507 2.0946
O -1.3571 -1.0530 -2.3463
H -2.1709 -0.7329 -2.7353
H -1.1016 -1.7921 -2.8983
O -2.2037 -2.6719 1.3720
H -2.5310 -3.4920 1.7415
H -2.8296 -2.0098 1.6655
*
```

Output
- Molecular weight: 275.41 g mol⁻¹
- Lowest unoccupied orbital energy: -0.26 eV

***

3 unconnected molecules or ions with the total composition C36H68BClFN3O9P. Source: the Open Molecules 2025 dataset; level of theory: wB97M-V/def2-TZVPD.

ORCA input file:
```
! wB97M-V def2-TZVPD RIJCOSX def2/J DEFGRID3
* xyz -1 3
C 1.7558 0.2187 4.8634
C 1.8548 0.7861 3.8009
B 2.0453 1.6216 2.4465
P 3.9017 1.1920 1.8821
O 4.0768 -0.2653 1.6372
O 4.9709 1.7047 2.9914
O 4.3890 1.9812 0.5323
O 1.6529 3.0286 2.6660
C 0.9400 3.5062 1.5813
C -0.2000 4.5192 1.9974
C -0.4986 4.5591 3.5085
C -2.0007 4.7393 3.7212
Cl -2.4458 4.7170 5.4537
C 1.8477 4.1958 0.5480
C 3.0819 4.8874 1.1437
C 2.8853 5.7065 2.4375
C 3.5780 7.0672 2.3993
O 2.8209 8.0337 1.6472
C 0.2431 2.1839 1.0275
C -1.0143 1.8044 1.8467
C -1.4199 0.3506 1.6947
O -1.0500 -0.3431 0.7935
N -2.3199 -0.1927 2.7052
C -1.5732 -0.5127 3.9287
C -3.3913 0.7523 3.0453
C -0.0932 2.1602 -0.4780
F -0.4340 3.4670 -0.9091
C 0.9853 1.5804 -1.3936
C 0.6368 0.2101 -1.9722
O 1.2074 1.1869 1.3267
H 1.6436 -0.1256 5.8654
H 5.8270 1.3197 2.7522
H 4.0977 1.4828 -0.2399
H -1.0926 4.3533 1.3975
H 0.1531 5.5150 1.7224
H -0.1878 3.6446 4.0120
H 0.0329 5.3962 3.9596
H -2.5268 3.9365 3.2095
H -2.3181 5.6959 3.3088
H 1.2884 4.8873 -0.0787
H 2.2238 3.4301 -0.1370
H 3.8884 4.1782 1.3066
H 3.4480 5.5810 0.3772
H 1.8429 5.8936 2.6812
H 3.3294 5.1481 3.2649
H 4.5719 7.0019 1.9587
H 3.6629 7.4275 3.4311
H 2.1976 8.4361 2.2573
H -1.8668 2.4028 1.5053
H -0.8471 2.0069 2.9051
H -0.8061 -1.2608 3.7386
H -2.2490 -0.9114 4.6867
H -1.0696 0.3682 4.3453
H -3.7547 1.2824 2.1643
H -4.2351 0.1944 3.4550
H -3.0838 1.5005 3.7899
H -0.9999 1.5751 -0.6349
H 1.0596 2.2757 -2.2376
H 1.9605 1.5628 -0.9150
H 1.2615 0.0187 -2.8497
H -0.3959 0.1812 -2.3234
H 0.8030 -0.5899 -1.2543
C 0.5360 -4.6064 0.6178
C 1.3898 -3.9510 1.7354
C 2.8668 -3.8585 1.3369
C 3.6014 -5.1961 1.3764
C 3.4477 -5.8448 2.7511
C 1.9840 -6.0070 3.1665
N 1.2516 -4.7072 3.0249
O 1.4646 -3.9475 4.0518
C 1.3415 -7.1299 2.3280
C 1.9008 -6.4655 4.6195
C 0.8643 -2.5311 1.8904
H 1.0669 -4.6074 -0.3358
H 0.2360 -5.6282 0.8291
H -0.3927 -4.0527 0.4770
H 3.3705 -3.1593 2.0110
H 2.9329 -3.4166 0.3419
H 3.2306 -5.8623 0.5902
H 4.6615 -5.0349 1.1674
H 3.9280 -6.8276 2.7632
H 3.9686 -5.2304 3.4920
H 0.2608 -7.1574 2.4778
H 1.7453 -8.0940 2.6413
H 1.5417 -7.0439 1.2623
H 2.4302 -5.7932 5.2915
H 2.3524 -7.4544 4.7114
H 0.8624 -6.5307 4.9494
H -0.1602 -2.5310 2.2621
H 0.8614 -2.0461 0.9154
H 1.4804 -1.9254 2.5541
C -2.5357 -0.5893 -8.1705
C -2.3925 -1.3115 -6.8055
C -3.3804 -2.4773 -6.6857
C -4.8243 -2.0397 -6.4579
C -4.9108 -1.1241 -5.2381
C -3.9774 0.0833 -5.3365
N -2.5828 -0.3592 -5.6674
O -1.9721 -0.7762 -4.6047
C -4.5329 1.0737 -6.3789
C -3.9511 0.8334 -4.0076
C -0.9758 -1.8769 -6.7680
H -3.0777 -1.2041 -8.8909
H -3.0410 0.3681 -8.1087
H -1.5549 -0.3719 -8.5942
H -3.0758 -3.1138 -5.8488
H -3.3075 -3.0932 -7.5846
H -5.2183 -1.5417 -7.3492
H -5.4501 -2.9201 -6.2968
H -5.9345 -0.7668 -5.1044
H -4.6610 -1.7028 -4.3435
H -3.8072 1.8595 -6.5940
H -5.4296 1.5510 -5.9832
H -4.8245 0.6032 -7.3163
H -3.6777 0.1873 -3.1760
H -4.9432 1.2371 -3.8039
H -3.2439 1.6635 -4.0401
H -0.2353 -1.0762 -6.7597
H -0.8182 -2.4804 -7.6637
H -0.8031 -2.5091 -5.8994
*
```

Output
- Molecular weight: 783.19 g mol⁻¹
- <S²>: 2.008
- Lowest unoccupied orbital energy (spin up / spin down): 2.04 / 1.88 eV